1.
C6H10N | ωB97M-V/def2-TZVPD

The geometry in XYZ format:
```
17
Properties=species:S:1:pos:R:3
C -0.18 -1.24 -0.03
C 1.25 -1.12 -0.49
C -1.61 0.81 0.57
C -0.40 0.23 0.46
C 1.82 0.01 -0.02
C 2.84 0.99 0.04
N -2.81 0.11 -0.02
H -0.94 -1.43 -0.77
H -0.24 -1.67 0.94
H 1.62 -1.93 -1.14
H -1.83 1.76 1.02
H 3.42 0.96 1.03
H 2.52 2.06 -0.19
H 3.59 0.74 -0.74
H -3.28 0.76 -0.58
H -3.28 -0.49 0.64
H -2.48 -0.54 -0.71
```

Values from the calculation:
gap between HOMO and LUMO (alpha / beta) = 8.84 / 8.84 eV
HOMO (alpha / beta) = -12.8 / -12.8 eV
charge = +1

2.
C32H73N6O | ωB97M-V/def2-TZVPD

The geometry in XYZ format:
```
112
Properties=species:S:1:pos:R:3
C 2.04 -3.08 0.85
C 2.53 -3.12 -0.47
C 1.93 -4.02 -1.60
C 1.02 -5.18 -1.09
C -0.44 -5.32 -1.17
N -0.74 -6.55 -0.55
C 0.41 -7.17 -0.11
N 1.46 -6.34 -0.44
C 2.80 -6.82 0.00
C 4.01 -6.37 -0.87
O 3.95 -6.78 -2.24
H 2.25 -3.96 1.52
H 1.47 -2.17 1.17
H 3.38 -2.43 -0.77
H 2.74 -4.46 -2.26
H 1.28 -3.36 -2.25
H -1.15 -4.58 -1.60
H -1.69 -6.92 -0.45
H 0.47 -8.15 0.43
H 2.76 -7.96 -0.07
H 2.95 -6.60 1.09
H 4.94 -6.81 -0.38
H 4.15 -5.25 -0.78
H 4.52 -6.16 -2.72
C -0.01 -5.07 -8.63
C 0.40 -5.44 -7.21
N -0.54 -4.96 -6.20
C -0.02 -5.02 -4.85
C 0.30 -6.40 -4.27
C -1.93 -5.38 -6.36
C -2.21 -6.88 -6.41
H -0.18 -4.00 -8.73
H 0.79 -5.34 -9.32
H -0.91 -5.60 -8.95
H 1.37 -4.98 -7.03
H 0.54 -6.52 -7.15
H -0.71 -4.51 -4.17
H 0.90 -4.42 -4.82
H -0.60 -6.96 -4.02
H 0.87 -6.29 -3.35
H 0.91 -7.01 -4.95
H -2.32 -4.93 -7.28
H -2.53 -4.94 -5.57
H -1.54 -7.41 -7.10
H -3.23 -7.05 -6.77
H -2.15 -7.35 -5.43
C 3.22 0.92 1.23
C 2.39 2.20 1.25
N 1.02 1.98 1.69
C 0.14 3.12 1.42
C 0.44 4.44 2.13
C 0.85 1.36 3.00
C 1.49 2.04 4.20
H 2.73 0.14 0.65
H 4.19 1.12 0.78
H 3.40 0.53 2.24
H 2.38 2.58 0.23
H 2.90 2.95 1.87
H -0.90 2.83 1.63
H 0.16 3.30 0.34
H 0.17 4.40 3.18
H -0.16 5.24 1.68
H 1.49 4.73 2.04
H 1.24 0.34 2.94
H -0.22 1.23 3.20
H 2.53 2.33 4.02
H 1.49 1.36 5.05
H 0.94 2.93 4.51
C -2.53 4.39 -0.89
C -3.07 4.58 -2.30
N -2.13 4.20 -3.33
C -2.50 4.66 -4.66
C -3.79 4.11 -5.27
C -1.61 2.84 -3.27
C -2.62 1.69 -3.29
H -1.58 4.90 -0.76
H -3.23 4.81 -0.16
H -2.40 3.34 -0.64
H -3.31 5.64 -2.41
H -4.02 4.03 -2.39
H -1.68 4.48 -5.36
H -2.59 5.75 -4.63
H -3.68 3.07 -5.59
H -4.05 4.68 -6.16
H -4.64 4.17 -4.58
H -1.01 2.75 -2.35
H -0.89 2.69 -4.08
H -3.45 1.85 -2.59
H -2.12 0.76 -2.99
H -3.03 1.53 -4.28
C -0.07 6.29 10.39
C -0.62 6.49 8.99
N 0.32 6.11 7.94
C -0.06 6.59 6.62
C -1.36 6.04 6.01
C 0.83 4.75 7.99
C -0.19 3.61 7.97
H 0.89 6.79 10.52
H -0.76 6.70 11.13
H 0.06 5.23 10.63
H -0.85 7.55 8.88
H -1.57 5.95 8.90
H 0.76 6.40 5.92
H -0.15 7.68 6.67
H -1.25 5.01 5.69
H -1.63 6.63 5.13
H -2.20 6.10 6.71
H 1.43 4.65 8.90
H 1.55 4.60 7.18
H -1.01 3.76 8.67
H 0.31 2.67 8.26
H -0.60 3.45 6.98
```

Values from the calculation:
gap between HOMO and LUMO = 5.94 eV
HOMO = -9.1 eV
charge = +1

3.
C38H26Br4NO5P2RuS | ωB97M-V/def2-TZVPD

The geometry in XYZ format:
```
78
Properties=species:S:1:pos:R:3
Ru 4.13 -4.27 18.34
Br 4.48 -4.70 11.55
C 3.59 -4.64 13.18
C 2.41 -3.88 13.34
Br 1.49 -3.19 11.87
C 2.07 -3.44 14.65
Br 0.61 -2.25 15.07
C 2.87 -3.85 15.76
O 2.77 -3.35 16.92
C 3.79 -4.99 15.51
O 4.24 -5.58 16.59
C 4.21 -5.36 14.21
Br 5.19 -6.99 14.01
C 2.50 -4.79 21.11
P 4.13 -5.08 20.30
C 4.39 -6.87 20.25
C 4.32 -7.58 21.48
C 4.31 -8.95 21.42
C 4.27 -9.65 20.23
C 4.37 -8.98 19.03
C 4.38 -7.57 19.05
C 5.32 -4.46 21.53
C 6.46 -5.16 21.89
C 7.42 -4.59 22.75
C 7.30 -3.30 23.19
C 6.19 -2.56 22.79
C 5.26 -3.11 21.92
P 1.25 -3.79 20.16
C 0.22 -5.13 19.51
C 0.22 -5.32 18.11
C -0.51 -6.35 17.60
C -1.26 -7.18 18.46
C -1.19 -7.02 19.80
C -0.42 -6.00 20.40
C 0.15 -3.17 21.49
C -1.27 -3.20 21.35
C -2.08 -2.96 22.42
C -1.53 -2.57 23.64
C -0.16 -2.54 23.81
C 0.69 -2.76 22.67
H 2.68 -4.36 22.12
H 2.05 -5.77 21.36
H 4.33 -7.02 22.40
H 4.41 -9.54 22.32
H 4.30 -10.77 20.28
H 4.49 -9.43 18.07
H 4.49 -7.00 18.11
H 6.56 -6.26 21.63
H 8.38 -5.09 23.05
H 8.07 -2.87 23.80
H 6.02 -1.59 23.30
H 4.43 -2.45 21.63
H 0.78 -4.58 17.49
H -0.39 -6.57 16.56
H -1.81 -8.01 18.01
H -1.59 -7.76 20.52
H -0.25 -5.94 21.52
H -1.67 -3.56 20.41
H -3.15 -3.16 22.27
H -2.17 -2.44 24.52
H 0.30 -2.27 24.73
H 1.74 -2.50 22.75
O 7.26 -5.33 19.00
S 7.34 -3.93 18.63
O 7.76 -2.98 19.62
N 5.96 -3.51 17.82
C 6.13 -2.97 16.53
O 5.19 -2.47 15.86
C 7.55 -3.14 16.12
C 8.11 -2.83 14.87
C 9.36 -3.40 14.63
C 10.08 -4.06 15.64
C 9.57 -4.13 16.97
C 8.28 -3.69 17.18
H 7.52 -2.36 14.12
H 9.82 -3.37 13.66
H 11.07 -4.42 15.38
H 10.21 -4.43 17.76
```

Values from the calculation:
gap between HOMO and LUMO (alpha / beta) = 5.35 / 5.43 eV
HOMO (alpha / beta) = -10.7 / -11.0 eV
charge = +1
multiplicity = 5

4.
C50H39I2N6O2P2S5Y | ωB97M-V/def2-TZVPD

The geometry in XYZ format:
```
107
Properties=species:S:1:pos:R:3
Y 0.37 0.26 0.60
S 0.02 5.90 5.88
N -1.17 5.10 5.12
C -0.61 4.45 4.12
C -1.29 3.59 3.19
C -2.67 3.37 3.24
C -3.24 2.50 2.34
C -2.41 1.85 1.44
N -1.09 2.05 1.36
C -0.52 2.91 2.23
C 0.92 3.15 2.11
N 1.58 2.51 1.13
C 2.86 2.80 0.94
C 3.59 3.66 1.76
C 2.94 4.26 2.82
C 1.58 4.03 2.98
C 0.80 4.66 4.03
N 1.27 5.46 4.96
H -3.25 3.87 4.00
H -4.30 2.29 2.34
H -2.82 1.13 0.74
H 3.35 2.33 0.09
H 4.63 3.82 1.55
H 3.46 4.90 3.52
O 0.90 -1.94 -2.84
C 0.62 -1.05 -2.08
O 0.10 -1.19 -0.90
C 0.86 0.40 -2.49
C 1.26 0.68 -3.78
C 1.48 2.00 -4.14
C 1.28 2.99 -3.18
C 0.89 2.62 -1.91
N 0.68 1.35 -1.56
H 1.39 -0.14 -4.46
H 1.82 2.26 -5.13
H 1.46 4.03 -3.41
H 0.72 3.37 -1.15
C -3.78 -0.94 -1.11
N -4.00 -1.11 0.31
C -3.22 -2.16 0.93
P -1.53 -1.70 1.67
C -0.99 -3.46 1.74
C -1.33 -4.30 2.80
C -0.97 -5.64 2.77
C -0.29 -6.16 1.68
C 0.01 -5.34 0.60
C -0.35 -4.00 0.63
C -2.02 -1.35 3.40
C -3.17 -0.61 3.66
C -3.55 -0.32 4.96
C -2.78 -0.77 6.02
C -1.62 -1.48 5.78
C -1.23 -1.76 4.48
C -5.21 -0.66 0.85
C -5.71 0.59 0.46
C -6.91 1.07 0.95
C -7.64 0.34 1.88
C -7.15 -0.90 2.28
C -5.96 -1.40 1.78
P -2.41 0.27 -1.60
C -3.41 1.76 -2.02
C -2.94 3.00 -1.58
C -3.63 4.17 -1.87
C -4.79 4.12 -2.62
C -5.27 2.90 -3.07
C -4.58 1.73 -2.78
C -2.20 -0.37 -3.33
C -2.10 0.52 -4.40
C -1.93 0.05 -5.69
C -1.84 -1.31 -5.94
C -1.90 -2.20 -4.88
C -2.07 -1.73 -3.58
H -4.71 -0.62 -1.58
H -3.50 -1.90 -1.54
H -3.00 -2.95 0.20
H -3.75 -2.62 1.76
H -1.87 -3.92 3.65
H -1.22 -6.28 3.61
H 0.01 -7.20 1.67
H 0.52 -5.74 -0.26
H -0.13 -3.37 -0.22
H -3.78 -0.25 2.84
H -4.46 0.25 5.13
H -3.08 -0.55 7.04
H -1.00 -1.81 6.60
H -0.31 -2.30 4.30
H -5.15 1.19 -0.24
H -7.26 2.04 0.62
H -8.58 0.71 2.26
H -7.71 -1.49 3.00
H -5.63 -2.37 2.12
H -2.02 3.04 -1.00
H -3.25 5.12 -1.52
H -5.33 5.03 -2.85
H -6.17 2.85 -3.67
H -4.95 0.79 -3.17
H -2.15 1.59 -4.23
H -1.85 0.76 -6.51
H -1.71 -1.67 -6.95
H -1.79 -3.26 -5.05
H -2.05 -2.45 -2.77
S 2.02 -1.95 1.55
S 2.83 -1.58 3.40
S 2.55 0.45 3.66
S 0.53 0.70 3.59
I 3.25 -0.59 -0.06
I 4.64 1.12 -2.04
```

Values from the calculation:
gap between HOMO and LUMO = 6.24 eV
HOMO = -7.1 eV